1.
Molecular formula: C6H5BiCl2GaNO3
Method: DFT, ωB97M-V/def2-TZVPD

For the LUMO energy, the calculation gives -16.63 eV. Its spin multiplicity is 1. Its net charge is +4. Its frontier orbital gap is 5.734 eV.

Geometry (Å):
Ga 0.63500 -7.48662 -2.07536
Bi 0.09659 -0.34843 0.06062
Cl 2.40702 -7.08533 -0.85401
Cl -2.34276 -0.43756 0.47753
C -0.41117 1.69351 -1.00364
C 1.25005 -9.17092 -2.73629
C -0.94382 -7.72033 -3.17324
O -0.67438 2.73233 -1.47823
O 1.67986 -10.18500 -3.11955
O -1.88072 -7.89800 -3.86526
C 0.16062 5.38610 1.40307
C -0.13269 4.14671 2.27289
C -0.05928 2.94975 1.48391
N 0.03094 1.95254 0.90323
H 1.16334 5.30769 0.97789
H 0.10511 6.28802 2.01947
H -0.57851 5.45643 0.60239
H 0.60147 4.08265 3.06845
H -1.12728 4.23167 2.69618

=====

2.
Molecular formula: C25H29HfN2O4Sb
Method: DFT, ωB97M-V/def2-TZVPD

For the LUMO energy, the calculation gives -7.85 eV. Its spin multiplicity is 1. Its net charge is +2. Its frontier orbital gap is 5.319 eV.

Geometry (Å):
Hf -1.91317 -0.72016 0.91339
N 2.34439 -0.27139 1.05776
C 2.97097 0.88867 0.49823
C 4.24022 0.95885 0.10423
C 4.80041 2.19129 -0.46800
C 4.12675 3.33696 -0.42825
C 2.77455 3.41536 0.20845
C 2.07044 2.06893 0.26348
C 0.86122 2.07911 1.16863
C 0.97243 2.44232 2.44682
C -0.09875 2.29242 3.42348
C -1.23741 1.70252 3.06612
C -1.48841 1.28686 1.66192
C -0.42275 1.54505 0.58043
H 2.98818 -1.05375 1.01698
H 2.14911 -0.10707 2.04144
H 4.89321 0.10077 0.21760
H 5.79804 2.15486 -0.88311
H 4.54807 4.25976 -0.80434
H 2.82783 3.91675 1.17657
H 1.92591 2.81608 2.80200
H 0.03668 2.67526 4.42540
H -2.06196 1.61543 3.76327
H -2.43920 1.74621 1.38354
O -3.63400 0.37937 0.10440
C -2.77034 0.78907 -0.73974
O -1.93708 -0.15511 -1.07812
C -2.32848 2.15698 -1.04043
C -2.98809 3.03928 -1.86834
C -2.29344 4.16862 -2.30899
C -0.94102 4.27495 -2.06006
C -0.27859 3.33970 -1.25762
C -0.99898 2.37128 -0.58822
N 1.15392 3.27504 -1.42731
O 1.84940 4.19419 -0.57297
O 1.63021 1.99379 -1.11136
H -3.99060 2.83183 -2.21701
H -2.79022 4.89894 -2.93163
H -0.35401 5.05526 -2.52806
H -0.09160 0.56453 0.10426
C -3.23783 -3.09640 1.00550
C -2.54950 -3.68659 -0.23115
Sb -0.58582 -2.86218 -0.58403
C -0.37766 -3.21930 -2.65164
C -0.50200 -4.71652 -2.92562
C 0.67838 -4.21042 0.43689
C 0.69381 -3.93068 1.93882
H -4.10917 -3.67073 1.32319
H -3.69694 -2.09115 0.83939
H -2.57329 -3.08704 1.89497
H -3.16171 -3.51452 -1.11625
H -2.43012 -4.76357 -0.11496
H 0.58694 -2.81679 -2.95643
H -1.15719 -2.63068 -3.13421
H 0.26670 -5.29695 -2.41571
H -0.37736 -4.88882 -3.99503
H -1.47963 -5.11179 -2.64830
H 1.67159 -4.11075 -0.00183
H 0.32018 -5.21691 0.21915
H 0.89196 -2.87606 2.15506
H 1.47456 -4.50607 2.43557
H -0.24973 -4.21489 2.41181

=====

3.
Molecular formula: C34H70AsN2O4PS2SbSi3W
Method: DFT, ωB97M-V/def2-TZVPD

For the LUMO energy (spin up / spin down), the calculation gives -7.19 / -7.14 eV. Its spin multiplicity is 2. Its net charge is +2. Its frontier orbital gap (spin up / spin down) is 5.021 / 5.513 eV.

Geometry (Å):
W 0.03719 -0.43994 0.33895
C -2.68386 0.12234 -3.34571
C -1.71055 0.56189 -2.29556
O -1.24267 -0.36129 -1.54760
C -1.32964 1.88485 -2.20139
C -0.32775 2.29376 -1.30367
C 0.23874 3.67240 -1.32223
N 0.07300 1.43335 -0.41993
N 1.20673 1.70311 0.37153
C 1.00814 1.33418 1.63023
O -0.13182 0.69392 1.90330
C 1.99432 1.59125 2.67240
C 3.22266 2.16921 2.34762
C 4.18220 2.32989 3.33171
C 3.91834 1.91550 4.63218
C 2.68049 1.37595 4.96237
C 1.71405 1.21525 3.98532
H -3.42480 -0.54792 -2.91413
H -2.15621 -0.43884 -4.12097
H -3.17968 0.97271 -3.81139
H -1.73693 2.61199 -2.89135
H 0.09399 4.13074 -2.29807
H 1.29588 3.65689 -1.06436
H -0.27047 4.28217 -0.57068
H 3.40820 2.48815 1.33093
H 5.13889 2.76905 3.08215
H 4.67940 2.01116 5.39681
H 2.47529 1.07289 5.98137
H 0.74302 0.80177 4.22367
C 5.82013 -3.46780 1.03039
C 4.46937 -3.67668 1.66984
O 3.46719 -3.71162 0.62073
P 1.94086 -3.27968 0.75338
S -0.71327 -2.64105 0.25383
S 2.05468 -1.24116 1.38326
O 1.51983 -3.89026 2.19295
C 0.77487 -5.11666 2.29952
C 1.68549 -6.32458 2.35399
H 6.60816 -3.61242 1.76973
H 5.90849 -2.45932 0.62198
H 5.96323 -4.18494 0.22153
H 4.23147 -2.87371 2.36915
H 4.42773 -4.62336 2.20531
H 0.07121 -5.19817 1.46437
H 0.20637 -5.02616 3.22355
H 2.31226 -6.38409 1.46147
H 1.07973 -7.23178 2.40732
H 2.32542 -6.28231 3.23614
C 2.33619 -0.82769 -5.01623
C 2.08211 0.09742 -3.82900
C 1.06732 1.16589 -4.20879
Sb 1.70310 -1.02108 -1.95461
C 3.84234 -1.05143 -1.49672
C 4.19880 0.32471 -0.94529
C 4.75658 -1.43450 -2.65900
C 1.06963 -3.01620 -2.67395
C -0.22694 -2.86408 -3.46191
C 2.15734 -3.81106 -3.38332
H 2.65943 -0.21383 -5.86280
H 1.43552 -1.35734 -5.32624
H 3.12064 -1.55374 -4.81893
H 3.01682 0.59511 -3.56915
H 0.08958 0.73806 -4.43898
H 1.41935 1.67659 -5.11105
H 0.95389 1.91552 -3.43185
H 3.94899 -1.79852 -0.71619
H 4.04843 1.11283 -1.68874
H 5.25577 0.34203 -0.66047
H 3.61507 0.56811 -0.06100
H 4.73739 -0.69980 -3.46597
H 4.52488 -2.41457 -3.07297
H 5.78361 -1.46962 -2.28304
H 0.84782 -3.53519 -1.75066
H -0.09405 -2.27950 -4.37309
H -0.99195 -2.38710 -2.85140
H -0.59662 -3.85351 -3.74976
H 2.44859 -3.38441 -4.33856
H 1.78475 -4.82248 -3.57489
H 3.04246 -3.90026 -2.75275
C -3.33955 -4.48422 0.81755
Si -4.22880 -2.86667 0.73643
C -4.88951 -2.46369 -0.95370
C -5.64956 -2.92596 1.92800
As -2.29462 -1.09565 0.86661
Si -2.22520 -0.87909 3.36494
C -2.47039 0.88012 3.91762
C -3.52977 -1.91104 4.22453
C -0.64898 -1.75613 3.82059
Si -4.24381 0.80483 0.38411
C -5.15116 1.13781 -1.18605
C -5.39234 0.50746 1.80668
C -3.07757 2.20194 0.77408
H -4.03513 -5.30376 0.60938
H -2.90628 -4.64128 1.80962
H -2.52916 -4.52763 0.09022
H -5.06945 -3.38108 -1.52135
H -4.16389 -1.86292 -1.50052
H -5.83222 -1.91516 -0.89333
H -6.52254 -3.20610 1.32716
H -5.88195 -2.00843 2.45477
H -5.49015 -3.70816 2.66968
H -3.50531 1.19167 3.76994
H -1.82532 1.59681 3.41170
H -2.25957 0.93631 4.99080
H -4.50328 -1.42054 4.29493
H -3.18567 -2.08957 5.24851
H -3.67261 -2.87959 3.74572
H 0.16584 -1.58980 3.12022
H -0.84178 -2.83160 3.84858
H -0.28376 -1.46005 4.80978
H -5.57577 0.25574 -1.66665
H -4.51990 1.65023 -1.91184
H -5.98128 1.80134 -0.91498
H -6.31702 0.02460 1.48187
H -5.65827 1.47048 2.25221
H -4.92083 -0.11520 2.56225
H -2.08297 1.84127 1.01945
H -3.44459 2.76899 1.63524
H -2.99341 2.87862 -0.07947

=====

4.
Molecular formula: C5H12N2
Method: DFT, ωB97M-V/def2-TZVPD

For the LUMO energy (spin up / spin down), the calculation gives 0.97 / -0.15 eV. Its spin multiplicity is 3. Its net charge is 0. Its frontier orbital gap (spin up / spin down) is 7.410 / 8.262 eV.

Geometry (Å):
C -0.97840 0.42940 0.25118
C -1.44024 1.89898 -0.00547
C -1.94014 -0.74043 0.14492
C 2.53959 0.91718 -0.20202
C 0.83904 -2.00282 0.18253
N 1.29030 1.00680 0.49029
N 0.27206 0.34059 0.23145
H -0.68734 2.66712 0.14769
H -2.13687 2.13715 0.76064
H -1.77673 1.88364 -0.96631
H -2.49929 -0.63926 -0.83268
H -2.62972 -0.61604 0.84841
H -1.29616 -1.59560 0.15706
H 3.19246 -0.05468 0.15503
H 2.60885 1.04060 -1.35150
H 3.26271 1.63883 0.04865
H 0.11556 -2.19356 0.95730
H 1.82538 -1.71300 0.58267
H 0.87484 -1.83528 -0.88411

=====

5.
Molecular formula: C41H38BCsF4N6O3P2
Method: DFT, ωB97M-V/def2-TZVPD

For the LUMO energy, the calculation gives -0.17 eV. Its spin multiplicity is 1. Its net charge is 0. Its frontier orbital gap is 7.541 eV.

Geometry (Å):
Cs 0.47951 0.43454 -1.78493
N -1.28416 3.03318 2.82430
C -0.71522 2.92082 1.58888
N -1.34485 2.91646 0.48009
C -2.74402 2.98052 0.50003
N -3.44101 2.89858 -0.56301
N -3.06563 2.51999 -1.74974
C -3.07971 3.21994 -2.80613
C -2.87836 2.59710 -4.12620
C -3.25413 3.28234 -5.28064
C -3.08335 2.66585 -6.50981
C -2.53710 1.39390 -6.55264
C -2.19234 0.78483 -5.35105
N -2.35844 1.36927 -4.17308
C -3.42648 3.23459 1.77904
C -4.79112 3.48832 1.87920
C -5.36789 3.77547 3.10334
C -4.58422 3.80757 4.25109
C -3.22842 3.55008 4.17274
C -2.65134 3.26955 2.94068
H -0.72216 3.09831 3.65431
H 0.37101 2.86697 1.57595
H -3.28292 4.29446 -2.78686
H -3.68500 4.27323 -5.20940
H -3.37041 3.17274 -7.42222
H -2.37270 0.87663 -7.48797
H -1.76468 -0.21375 -5.32621
H -5.38206 3.46680 0.97344
H -6.42816 3.98131 3.17018
H -5.03675 4.02455 5.21014
H -2.60923 3.56831 5.06271
O 1.96661 0.94161 0.19706
P 2.34817 -0.09540 1.17812
C 1.02915 -0.35909 2.42556
P -0.37914 -1.13029 1.52871
O -0.52954 -0.62455 0.14711
C -0.09585 -2.91065 1.59358
C 0.16204 -3.59629 2.77783
C 0.39484 -4.96052 2.74379
C 0.36777 -5.64335 1.53394
C 0.09317 -4.96347 0.35676
C -0.14505 -3.59795 0.38463
C -1.83214 -0.80073 2.55096
C -1.82946 -0.84201 3.94314
C -3.01372 -0.66597 4.63828
C -4.20293 -0.46790 3.94797
C -4.20552 -0.41197 2.56381
C -3.01837 -0.56388 1.86270
C 3.83480 0.37176 2.10668
C 4.97307 0.53445 1.31530
C 6.16262 0.95491 1.88317
C 6.22026 1.21603 3.24642
C 5.09079 1.06277 4.03528
C 3.89578 0.64212 3.46676
C 2.74284 -1.70687 0.47727
C 3.09032 -2.78950 1.28262
C 3.38391 -4.00704 0.69716
C 3.31496 -4.15363 -0.68470
C 2.99910 -3.07178 -1.49130
C 2.73380 -1.84189 -0.90723
H 0.70995 0.62874 2.76094
H 1.34943 -0.96573 3.27197
H 0.17349 -3.07418 3.72845
H 0.60038 -5.49529 3.66262
H 0.56809 -6.70689 1.51136
H 0.07155 -5.48733 -0.59009
H -0.36217 -3.05798 -0.52949
H -0.91200 -1.03713 4.48772
H -3.01671 -0.70149 5.72065
H -5.12866 -0.35059 4.49531
H -5.12979 -0.25254 2.02576
H -2.99351 -0.52654 0.77972
H 4.90349 0.33848 0.25108
H 7.04218 1.08595 1.26667
H 7.14573 1.55663 3.69241
H 5.13783 1.27773 5.09505
H 3.01721 0.53446 4.09219
H 3.13386 -2.67737 2.36054
H 3.65965 -4.84980 1.31807
H 3.50871 -5.11925 -1.13384
H 2.93617 -3.18538 -2.56499
H 2.51529 -0.97894 -1.51794
F 0.61737 -1.47985 -3.52242
B 0.43405 -2.57372 -4.44077
F -0.93269 -2.77536 -4.61498
F 1.05089 -3.71144 -3.90226
F 1.04719 -2.20710 -5.65304
C 1.59104 1.16586 -5.72422
C 2.71617 1.00387 -4.73327
N 3.84492 0.44504 -5.24188
O 2.63954 1.35285 -3.56614
H 1.95784 1.51990 -6.68693
H 0.84822 1.85286 -5.32682
H 1.12341 0.18642 -5.85992
H 3.82908 0.00114 -6.14224
H 4.58187 0.19262 -4.60689

=====

6.
Molecular formula: C24H54F6N3P
Method: DFT, ωB97M-V/def2-TZVPD

For the LUMO energy, the calculation gives -3.30 eV. Its spin multiplicity is 1. Its net charge is +2. Its frontier orbital gap is 9.095 eV.

Geometry (Å):
C 1.49382 0.52500 8.54305
C 0.05803 0.19399 8.80115
C -0.35654 -1.16989 8.17155
N -1.82158 -1.52592 8.38897
C -2.72285 -0.33825 7.94565
C -1.85855 -1.80231 9.89480
C -2.97012 -2.87030 10.09242
C -3.18010 -3.52416 8.76592
C -2.32616 -2.87439 7.75484
H 2.20137 -0.21922 8.90857
H 1.85148 1.42834 9.03718
H 1.73080 0.74399 7.50190
H -0.46722 1.07023 8.42109
H 0.08817 0.04234 9.88013
H 0.23555 -2.01946 8.51179
H -0.38222 -1.11617 7.08318
H -3.67899 -0.77428 7.65619
H -2.30858 0.28208 7.15088
H -2.96926 0.21820 8.84995
H -1.91692 -0.80813 10.33785
H -0.89178 -2.21972 10.17625
H -3.91732 -2.41127 10.37560
H -2.65102 -3.50446 10.91954
H -4.19706 -3.24944 8.48587
H -2.99137 -4.59670 8.81209
H -2.63520 -2.66740 6.73027
H -1.45087 -3.51623 7.65474
C 5.59731 -3.20903 1.78276
C 5.31162 -4.09291 0.58456
C 3.84972 -4.59968 0.67378
N 3.29260 -5.20711 -0.58606
C 3.64131 -4.38870 -1.83008
C 1.74792 -5.24540 -0.38300
C 1.33602 -6.54694 0.14875
C 2.61823 -7.35087 0.14898
C 3.61450 -6.71695 -0.79827
H 5.59075 -3.60652 2.79768
H 4.94681 -2.34248 1.66426
H 6.59928 -2.78563 1.71279
H 5.96029 -4.96713 0.63986
H 5.50540 -3.56945 -0.35168
H 3.20015 -3.72838 0.75745
H 3.71060 -5.11426 1.62454
H 4.70306 -4.48794 -2.05577
H 3.50949 -3.40822 -1.37248
H 3.06633 -4.74508 -2.68477
H 1.37296 -5.04645 -1.38695
H 1.28396 -4.34664 0.02327
H 0.59443 -6.98729 -0.51777
H 0.87342 -6.60412 1.13406
H 2.47689 -8.38923 -0.15092
H 3.15389 -7.34563 1.09827
H 3.36315 -6.97698 -1.82652
H 4.58287 -6.95898 -0.36033
C 0.59226 3.55851 -7.71979
C -0.53080 3.90239 -8.55499
C -0.57773 5.46399 -8.38416
N -1.76751 6.30336 -9.00002
C -1.73533 5.97766 -10.52800
C -1.74012 7.81113 -8.59606
C -3.12513 8.27642 -8.03778
C -4.02782 7.06990 -8.42580
C -3.06256 5.84278 -8.43901
H 0.51266 4.05811 -6.75431
H 1.50742 3.82375 -8.24916
H 0.49276 2.52560 -7.38617
H -1.43664 3.50379 -8.09820
H -0.31719 3.69878 -9.60428
H 0.32815 5.98078 -8.70103
H -0.62503 5.81053 -7.35180
H -2.14867 4.99839 -10.76942
H -0.67553 5.89109 -10.76763
H -2.26943 6.77029 -11.05201
H -1.48192 8.32794 -9.52036
H -1.00701 7.96700 -7.80463
H -3.49747 9.23455 -8.40033
H -2.96561 8.29208 -6.95963
H -4.57480 7.17509 -9.36274
H -4.89647 6.88073 -7.79512
H -3.33611 5.04816 -9.13316
H -3.11450 5.39697 -7.44571
P -1.68587 2.29422 -0.39027
F -0.35072 1.88010 0.49503
F -0.96610 3.60710 -1.15576
F -1.26987 1.28969 -1.65707
F -3.15488 2.55845 -0.95155
F -2.30505 0.99253 0.43554
F -2.25577 3.25974 0.72776